ORCA calculation (wB97M-V/def2-TZVPD) on 2 unconnected molecules or ions with the total composition C7H11ClOSi in a non-equilibrium geometry.

Geometry as XYZ:
```
21
C7H11ClOSi wB97M-V/def2-TZVPD
C 0.85469 2.21134 -1.51265
C 0.69094 1.04880 -1.74639
C 0.93630 -0.30777 -2.00893
C 0.98526 3.62311 -1.29579
C 0.37922 -3.16169 1.12658
C -0.79397 -2.14497 1.48678
C -1.54846 0.74875 1.11175
O 1.88352 -1.01389 -1.68770
Si -1.00887 -0.79225 0.09971
Cl -3.00295 0.66952 2.18659
H 0.12901 -0.71144 -2.79327
H 0.00350 3.99551 -1.07028
H 1.86564 3.74832 -0.72569
H 1.17779 3.99873 -2.39045
H 0.09463 -4.17833 0.74455
H 1.03501 -2.73005 0.31588
H 1.02687 -3.37722 2.03620
H -0.51330 -1.73781 2.47922
H -1.75317 -2.81074 1.45778
H -0.75499 1.17093 1.71944
H -1.68669 1.75114 0.46668
```

Output
- relative energy (zero: lowest compared OMol25 entry of this formula, charge and spin) (kcal/mol) = 104.9
- E (Eh) = -1098.050574
- HOMO level (eV) = -8.24
- frontier orbital gap (eV) = 7.43

ORCA calculation (wB97M-V/def2-TZVPD) on 2 unconnected molecules or ions with the total composition C7H11F3N3O2 in a non-equilibrium geometry.

Geometry as XYZ:
```
26
C7H11F3N3O2 wB97M-V/def2-TZVPD
C 1.34106 -4.04680 -0.73192
C -1.08236 1.68505 -0.17119
C -1.01107 -0.49788 -1.05045
C 0.37657 1.03720 -2.26071
C -1.98667 -1.60903 0.83163
C 0.46961 2.29494 1.57341
C 1.67983 1.43606 1.34297
N -1.81845 0.74608 0.59611
N -0.48814 0.67416 -1.22598
N -1.65531 -0.43273 0.12267
O 0.35830 -3.43772 -0.38881
O -0.29277 2.65463 0.34662
F 1.22190 0.16988 1.22301
F 2.47598 1.32344 2.44767
F 2.31543 1.77325 0.25975
H 1.52310 -3.99488 -1.82914
H 2.21564 -4.60671 -0.23313
H -1.89762 2.21374 -0.64625
H 0.60743 0.13627 -2.86968
H -0.00696 1.91767 -2.86078
H 1.30310 1.28919 -1.75472
H -1.02236 -1.96506 1.20915
H -2.43313 -2.40181 0.17835
H -2.66809 -1.48091 1.67934
H -0.33158 1.82943 2.22687
H 0.80656 3.29253 1.98521
```

Output
- total charge = +1
- relative energy (zero: lowest compared OMol25 entry of this formula, charge and spin) (kcal/mol) = 8.9
- E (Eh) = -887.235299
- HOMO level (eV) = -12.92
- frontier orbital gap (eV) = 6.44

ORCA calculation (wB97M-V/def2-TZVPD) on a gas-phase ion, C7H11FN3O (charge +1) in a non-equilibrium geometry.

Geometry as XYZ:
```
23
C7H11FN3O wB97M-V/def2-TZVPD
C 2.38679 -0.63082 1.19456
C 1.44172 -1.00906 0.11664
F 2.06182 -0.75167 -1.14535
C -0.02332 -0.18367 -0.04183
C -0.79731 0.16655 1.22572
C -1.98853 0.84250 0.64164
N -2.77238 0.01508 -0.04034
C -2.26974 -0.91698 -0.73441
N -0.90160 -1.06835 -0.91758
O -1.08870 1.91222 -0.27196
C -0.09812 1.21573 -0.67571
N 0.62414 1.79093 -1.54668
H 2.74115 0.40140 1.17785
H 3.21575 -1.39193 0.91489
H 1.96459 -0.77125 2.25187
H 1.15653 -2.10124 0.10822
H -0.19650 0.74948 1.89242
H -1.20934 -0.78465 1.65619
H -2.50729 1.63707 1.13705
H -2.93821 -1.63213 -1.20892
H -0.52209 -1.51451 -1.73466
H 1.20101 1.26223 -2.12820
H 0.51963 2.76308 -1.87138
```

Output
- total charge = +1
- SMILES = C[C@H](F)[C@]12C[C@H](N=CN1)OC2=[NH2+]
- relative energy (zero: lowest compared OMol25 entry of this formula, charge and spin) (kcal/mol) = 17.3
- E (Eh) = -612.425373
- HOMO level (eV) = -13.94
- frontier orbital gap (eV) = 10.67

ORCA calculation (wB97M-V/def2-TZVPD) on 2 unconnected molecules or ions with the total composition C7H11IO2 in a non-equilibrium geometry.

Geometry as XYZ:
```
21
C7H11IO2 wB97M-V/def2-TZVPD
C -0.32248 -0.42018 -2.27400
C -1.71934 -0.04030 -1.73896
C 1.73502 -0.32489 0.60024
C 0.34192 -0.24276 1.26747
C 0.34713 -1.08306 -1.06192
C -0.50156 -0.58878 0.08964
C -0.04662 1.09199 1.93244
O 1.64987 -0.63234 -0.79000
O -1.60875 0.04855 -0.36361
I -2.30043 -3.27529 1.42686
H -0.45567 -1.08626 -3.10922
H 0.33303 0.41889 -2.62540
H -1.99021 0.94249 -2.05528
H -2.50499 -0.83506 -2.11853
H 2.28649 0.75779 0.66725
H 2.50340 -1.06119 1.12337
H 0.23353 -1.01307 1.95803
H 0.06025 -2.13169 -1.22901
H -1.10411 0.92993 2.47533
H -0.37880 1.74544 1.17277
H 0.82412 1.33691 2.59365
```

Output
- 2S+1 = 3
- E (Eh) = -721.340638
- HOMO level (spin up / spin down) (eV) = -6.82 / -9.66
- frontier orbital gap (spin up / spin down) (eV) = 7.53 / 6.46

ORCA calculation (wB97M-V/def2-TZVPD) on C7H11IOSi in the gas phase in a non-equilibrium geometry.

Geometry as XYZ:
```
21
C7H11IOSi wB97M-V/def2-TZVPD
C -2.07794 1.03002 0.19993
Si -0.26350 0.69569 0.33971
C 0.86744 1.98057 -0.52013
C 0.07733 0.66730 2.19456
C 0.19872 -0.92520 -0.52467
C -0.68329 -1.67750 -1.31123
O -0.14201 -2.79148 -1.68964
C 1.07835 -2.75382 -1.28773
C 1.36891 -1.69524 -0.43738
I 3.18687 -1.18205 0.29448
H -2.75012 0.18557 0.18506
H -2.47883 1.82805 0.78967
H -2.20305 1.41662 -0.83465
H 0.79327 1.86582 -1.59641
H 0.71750 2.97048 -0.15056
H 1.83694 1.62556 -0.35897
H -0.11926 1.55297 2.66907
H -0.44472 -0.23259 2.60906
H 1.07525 0.49052 2.39993
H -1.70491 -1.47597 -1.42721
H 1.66705 -3.57531 -1.54288
```

Output
- SMILES = C[Si](C)(C)c1cocc1I
- E (Eh) = -935.727333
- HOMO level (eV) = -8.59
- frontier orbital gap (eV) = 9.16

ORCA calculation (wB97M-V/def2-TZVPD) on a molecular structure, C7H11LuO6 in a non-equilibrium geometry.

Geometry as XYZ:
```
25
C7H11LuO6 wB97M-V/def2-TZVPD
O -0.00524 -1.75885 0.37297
O -1.38698 -0.63389 1.68134
O 0.70216 -1.14564 2.35716
C -0.20726 -1.17574 1.47861
C -1.61967 0.03421 2.92334
H -2.64794 0.40275 2.87454
H -0.92160 0.87125 3.04207
H -1.50986 -0.66610 3.75931
Lu 2.14662 -2.30307 0.89865
C 5.49590 -1.53694 0.20934
H 5.74430 -0.71772 0.88731
C 4.62490 -2.65421 0.70280
H 4.95538 -3.00400 1.69452
O 6.73601 -2.22384 -0.17405
C 6.43060 -3.45687 -0.39951
O 5.24189 -3.81761 -0.12506
O 7.36232 -4.27213 -0.68075
C 7.04951 -5.70309 -0.70608
C 8.33205 -6.44599 -0.95279
H 6.30765 -5.85838 -1.49808
H 6.59805 -5.95411 0.26076
H 8.78416 -6.14766 -1.90660
H 8.10227 -7.51829 -0.99764
H 9.04798 -6.27171 -0.14019
H 4.98617 -1.21240 -0.74702
```

Output
- total charge = +2
- E (Eh) = -1959.662438
- HOMO level (eV) = -17.88
- frontier orbital gap (eV) = 7.99